Entry from the OMol25 dataset: a cluster of 5 separate species, C30H22FNO18S in total in a non-equilibrium geometry (ωB97M-V/def2-TZVPD).

Its total charge is 0. For the strongest force on any atom, the calculation gives 0.043 Eh/bohr. Its multiplicity is 1. Its SMILES is O=C1C=C(O)C(=O)C=C1O.O=C1C=C(O)C(=O)C=C1O.O=C1C=C(O)C(=O)C=C1O.O=C1C=C(O)C(=O)C=C1O.O=S(=O)(F)Nc1ccccc1. The calculation puts the LUMO energy at -0.064 Eh. The calculation puts the orbital gap at 0.284 hartree.

The geometry in XYZ format:
```
73
Properties=species:S:1:pos:R:3:forces:R:3:mulliken_charge:R:1
O 8.7950 2.5190 -4.0124 0.2 0.0 0.0 -0.636
C 8.7785 1.4100 -3.5065 -0.3 0.0 0.0 1.031
C 7.5787 0.7425 -3.0518 0.0 0.1 0.0 -0.921
C 7.6641 -0.4756 -2.4915 -0.2 0.1 -0.1 0.006
O 6.6071 -1.1411 -2.0563 1.2 0.3 -0.3 -0.308
C 8.9899 -1.1769 -2.3169 0.3 0.0 -0.1 1.051
O 8.9846 -2.2706 -1.7842 -0.2 0.0 0.0 -0.630
C 10.1905 -0.5156 -2.7940 0.0 -0.1 0.1 -0.976
C 10.0984 0.6975 -3.3546 0.2 -0.2 0.0 0.319
O 11.1481 1.3660 -3.8161 -0.1 0.1 0.0 -0.569
H 6.6363 1.2558 -3.1808 0.0 0.0 0.0 0.459
H 6.9490 -1.9841 -1.6993 -0.2 0.0 0.1 0.397
H 11.1325 -1.0329 -2.6791 0.0 0.0 0.0 0.426
H 10.7951 2.2090 -4.1627 0.0 0.0 0.0 0.369
O 2.0528 -2.4143 -9.5288 0.1 0.2 -0.1 -0.622
C 2.0408 -1.9351 -8.4098 -0.1 -0.3 0.2 1.038
C 1.7756 -2.6936 -7.2039 0.0 0.0 -0.1 -1.004
C 1.7695 -2.0707 -6.0164 0.0 -0.3 -0.1 0.221
O 1.5425 -2.6955 -4.8716 0.0 0.2 0.0 -0.497
C 2.0263 -0.5920 -5.8910 0.1 0.4 -0.2 1.005
O 1.9819 -0.1013 -4.7771 -0.1 -0.1 0.0 -0.546
C 2.3164 0.1630 -7.0941 0.0 0.1 0.1 -1.013
C 2.3264 -0.4602 -8.2808 0.0 0.3 0.1 0.258
O 2.5827 0.1608 -9.4237 0.0 -0.2 0.0 -0.566
H 1.5905 -3.7536 -7.3042 0.0 0.0 0.0 0.451
H 1.6020 -2.0145 -4.1691 0.1 0.0 0.0 0.407
H 2.5168 1.2200 -6.9916 0.0 0.0 0.0 0.438
H 2.5216 -0.5226 -10.1200 0.0 0.0 0.0 0.366
O -3.2391 0.2314 1.4637 0.0 0.3 0.0 -0.641
C -3.3045 0.7406 2.5719 -0.1 -0.3 0.2 1.064
C -3.6304 0.0130 3.7759 0.0 0.0 -0.1 -0.983
C -3.6936 0.6610 4.9518 0.0 -0.3 -0.1 0.438
O -3.9862 0.0549 6.0878 0.3 0.2 -0.1 -0.584
C -3.4334 2.1466 5.0536 0.1 0.2 -0.2 0.980
O -3.5253 2.6669 6.1478 0.0 -0.2 0.1 -0.606
C -3.0844 2.8694 3.8430 0.0 0.0 0.1 -1.082
C -3.0206 2.2162 2.6759 0.0 0.3 0.1 0.383
O -2.7073 2.8092 1.5293 0.0 -0.2 0.0 -0.598
H -3.8156 -1.0483 3.6893 0.0 0.0 0.0 0.449
H -3.9807 0.7420 6.7846 -0.2 0.0 0.0 0.370
H -2.8841 3.9280 3.9275 0.0 0.0 0.0 0.442
H -2.7400 2.1101 0.8483 0.0 0.0 0.0 0.348
O -5.8928 1.0256 7.6134 -0.2 -0.2 0.2 -0.608
C -7.0318 1.4596 7.6157 0.1 0.4 0.0 0.933
C -7.3580 2.8650 7.5041 0.1 0.0 0.0 -1.062
C -8.6428 3.2482 7.5318 0.2 0.1 0.0 0.451
O -9.0234 4.5132 7.4345 -0.2 -0.1 0.0 -0.568
C -9.7686 2.2549 7.6793 -0.1 -0.3 0.0 0.962
O -10.9035 2.6917 7.7130 0.1 0.2 0.0 -0.618
C -9.4387 0.8449 7.7674 -0.1 0.0 0.0 -0.967
C -8.1548 0.4628 7.7362 -0.2 -0.2 0.0 0.396
O -7.7738 -0.8060 7.8084 0.2 0.1 0.0 -0.574
H -6.5418 3.5667 7.4011 0.0 0.0 0.0 0.483
H -9.9995 4.5062 7.4856 0.0 0.0 0.0 0.364
H -10.2528 0.1397 7.8557 0.0 0.0 0.0 0.426
H -6.7977 -0.8001 7.7641 0.0 0.0 0.0 0.360
O 2.6960 -2.1322 0.2156 -0.4 0.5 0.2 -0.592
S 3.2383 -1.2932 -0.7922 0.1 -2.2 -0.4 1.187
O 4.4486 -1.7214 -1.3928 -0.5 0.8 0.2 -0.513
F 3.4031 0.1315 -0.1664 0.1 0.2 -0.3 -0.239
N 2.1175 -1.0257 -2.0092 -0.5 0.0 1.3 -0.019
C 0.8113 -1.5705 -1.6209 0.2 0.4 -0.2 0.360
C 0.5387 -2.8919 -1.9253 -0.1 0.2 0.1 -0.058
C -0.6832 -3.4252 -1.5338 0.4 0.2 -0.1 -0.930
C -1.5934 -2.6174 -0.8697 -0.5 -0.3 0.2 -0.485
C -1.3179 -1.2922 -0.5676 0.4 0.4 -0.2 -0.659
C -0.0892 -0.7616 -0.9398 0.0 -0.4 -0.3 -0.449
H 2.0212 -0.0257 -2.1673 0.3 0.0 -0.4 0.384
H 1.2944 -3.4728 -2.4382 -0.1 -0.1 0.0 0.500
H -0.8942 -4.4655 -1.7423 -0.1 0.0 0.0 0.396
H -2.5402 -3.0462 -0.5612 0.0 0.1 0.0 0.416
H -2.0226 -0.6551 -0.0477 0.0 -0.3 0.0 0.436
H 0.2032 0.2582 -0.7136 -0.2 0.0 0.1 0.353
```
Forces are in eV/Å.